1.
29
Properties=species:S:1:pos:R:3 method="wB97M-V/def2-TZVPD" multiplicity=1 homo_lumo_gap_ev=10.904 molar_mass_g_mol=159.2 e_tot_ev=-15621.50405 e_above_lowest_kcal_mol=0.0 lumo_energy_ev=-2.71 homo_ev=-13.613 charge=+1
N 1.967 0.228 0.340
C 0.660 -0.476 0.469
C 0.027 -0.757 -0.892
C 0.940 -1.538 -1.814
O -0.323 0.514 -1.483
C -0.188 0.373 1.423
N 0.634 0.722 2.587
H 1.929 1.109 -0.217
H 2.215 0.521 1.300
H 2.694 -0.379 -0.043
H 0.866 -1.439 0.936
H -0.885 -1.330 -0.725
H 1.815 -0.963 -2.137
H 1.300 -2.464 -1.361
H 0.409 -1.828 -2.722
H -0.353 0.413 -2.445
H -1.075 -0.192 1.694
H -0.490 1.279 0.905
H 0.535 0.024 3.320
H 0.372 1.612 2.988
H -2.968 -2.618 1.182
H -2.712 -1.201 0.601
O -2.268 -2.032 0.866
H 0.735 2.426 -1.385
H 1.763 3.503 -0.951
O 1.661 2.558 -1.136
H -2.334 0.694 -0.704
H -3.877 0.727 -0.518
O -3.048 0.515 -0.076

***

2.
30
Properties=species:S:1:pos:R:3 method="wB97M-V/def2-TZVPD" multiplicity=1 homo_lumo_gap_ev=11.371 molar_mass_g_mol=175.2 e_tot_ev=-17669.36574 e_above_lowest_kcal_mol=0.0 lumo_energy_ev=-2.48 homo_ev=-13.849 charge=+1
C 1.287 -0.136 0.875
C 0.082 -0.604 1.713
C -0.690 -1.809 1.146
C -1.812 -1.389 0.177
N -2.882 -2.214 0.177
O -1.771 -0.392 -0.534
N 0.814 0.659 -0.283
H 1.779 -1.059 0.565
H 1.996 0.427 1.475
H -0.644 0.213 1.709
H 0.387 -0.839 2.728
H -1.196 -2.284 1.986
H -0.172 -2.603 0.597
H -3.761 -1.938 -0.227
H -2.858 -3.058 0.722
H -0.205 0.431 -0.493
H 0.945 1.674 -0.170
H 1.271 0.343 -1.149
H 0.032 3.041 2.593
H -1.080 2.275 3.145
O -0.873 2.788 2.356
H 3.575 -2.031 -1.838
H 2.406 -2.948 -1.717
O 2.702 -2.178 -2.221
H 0.571 0.425 -4.083
H -0.494 0.173 -3.063
O 0.385 0.559 -3.147
H 2.340 3.743 0.324
H 0.851 4.017 0.801
O 1.444 3.401 0.366

***

3.
30
Properties=species:S:1:pos:R:3 method="wB97M-V/def2-TZVPD" multiplicity=2 homo_lumo_gap_ev="10.204 / 5.442" s_squared=0.76 molar_mass_g_mol=175.2 e_tot_ev=-17654.89461 e_above_lowest_kcal_mol=0.0 lumo_energy_ev="-7.56 / -12.33" homo_ev="-17.769 / -17.768" charge=+2
N -1.382 -0.832 1.803
C 0.087 -0.815 1.843
C 0.543 -1.240 0.451
N 1.868 -0.964 0.106
C 2.584 0.059 0.955
C 2.311 -1.225 -1.269
O -0.293 -1.781 -0.222
H -1.768 -0.779 2.737
H -1.727 -1.748 1.356
H -1.746 0.017 1.286
H 0.478 -1.406 2.708
H 0.447 0.269 2.061
H 1.768 0.883 0.930
H 2.784 -0.488 1.930
H 3.667 0.146 0.683
H 3.371 -1.468 -1.126
H 1.754 -2.134 -1.544
H 2.128 -0.380 -2.025
H -0.197 2.672 -0.236
H 1.267 2.724 0.168
O 0.516 2.152 0.225
H -1.848 2.803 -2.199
H -1.492 1.225 -1.994
O -1.940 2.012 -1.667
H -3.041 1.053 -0.676
H -3.752 0.988 0.600
O -3.107 0.504 0.070
H -1.550 -1.190 -1.909
H -0.388 -0.578 -2.507
O -1.339 -0.480 -2.536